Record 1
Computed, not measured: 6 unconnected molecules or ions with the total composition C30H78N6O9 at a distorted geometry, with the ωB97M-V functional and the def2-TZVPD basis.

```
123
Properties=species:S:1:pos:R:3:forces:R:3
C -1.53245 3.78108 6.51332 -0.2391 -0.2377 0.7332
O -2.28600 4.11403 5.37838 0.0997 0.4477 -0.2554
C -2.97810 3.04732 4.76017 0.3242 -0.1910 -0.1906
C -2.18080 2.49644 3.58388 0.2343 -0.4502 0.2551
C -1.86615 3.49951 2.50106 0.7247 0.5618 0.5786
N -2.85328 1.34706 2.95990 0.4058 -0.4130 -0.1891
H -2.09245 4.00136 7.43062 -0.1901 -0.0996 -0.0336
H -0.62094 4.37069 6.60649 0.0647 0.0174 -0.5148
H -1.28520 2.71603 6.53626 0.1937 0.0122 -0.0698
H -3.08290 2.22531 5.47638 -0.4193 0.0094 0.0503
H -3.95308 3.40956 4.43485 -0.0997 -0.0214 0.0755
H -1.22574 2.16911 4.02621 0.0653 0.0968 -0.0916
H -2.75200 3.94376 2.05002 -0.0404 -0.1771 -0.1530
H -1.19251 3.05095 1.76740 -0.3169 -0.0730 -0.2629
H -1.26646 4.29653 2.95241 -0.2256 0.1198 -0.0701
H -2.12782 0.98175 2.34015 -0.3129 0.1022 -0.3430
H -2.89929 0.55305 3.59536 -0.3718 0.3622 0.3257
C -4.27089 -0.53440 -6.72489 -1.0344 0.1451 -0.1442
O -3.02242 -0.71121 -6.12047 0.2979 -0.1918 -0.0667
C -3.09163 -1.28847 -4.83972 0.1791 -0.3862 1.4931
C -3.24850 -2.82412 -4.72267 -0.2551 0.2764 -0.8645
C -2.50543 -3.54800 -5.85088 0.5962 0.0995 0.8368
N -4.66278 -3.23388 -4.66627 -0.1830 -0.1436 -0.6991
H -4.89216 -1.43581 -6.70540 0.1211 -0.0043 -0.0195
H -4.20153 -0.25317 -7.77604 0.6077 -0.0484 0.0509
H -4.86123 0.26336 -6.25365 0.1072 -0.0540 0.2249
H -2.18466 -1.08365 -4.26535 0.5061 0.2945 -0.7560
H -3.81429 -0.79247 -4.18094 -0.5538 -0.0667 -0.3655
H -2.77372 -3.08882 -3.77239 -0.1170 -0.0364 -0.0067
H -1.48672 -3.14995 -5.87391 -0.0371 -0.0527 -0.4389
H -2.99930 -3.45838 -6.81635 0.0685 0.2011 -0.0234
H -2.40911 -4.60613 -5.59622 -0.1413 -0.0400 -0.0958
H -5.13689 -2.73613 -5.41873 -0.1206 0.1768 0.4019
H -4.70469 -4.17808 -5.05133 -0.0223 -0.1704 0.5273
C -3.82915 0.72163 -0.33592 0.2120 -0.4471 -0.3212
O -3.69440 0.98076 -1.72405 0.4521 0.7504 0.0039
C -4.75943 1.80925 -2.17330 -0.7503 -1.0928 -0.0219
C -4.57276 2.19782 -3.63069 0.3717 1.7366 0.6079
C -3.27012 3.00132 -3.73442 0.3343 -0.2087 0.0904
N -5.70469 3.00050 -4.08982 -0.7163 -0.2340 -0.4993
H -4.81852 0.27362 -0.20917 -0.0011 0.1343 0.6307
H -3.64009 1.58701 0.30620 -0.4841 0.2155 -0.1891
H -3.06512 0.00192 -0.03610 -0.0808 -0.1894 -0.2726
H -5.66899 1.20198 -2.07806 -0.2370 0.1912 -0.0815
H -4.90871 2.68079 -1.52763 0.3065 0.2187 -0.0288
H -4.58133 1.29723 -4.24051 0.3551 -0.0343 -0.0223
H -3.04005 3.32712 -4.75091 0.2133 -0.5775 -0.1380
H -2.48429 2.42270 -3.24640 0.2859 -0.0184 -0.5668
H -3.28162 3.95461 -3.19489 -0.6053 -0.1560 0.3233
H -5.87321 3.87445 -3.60638 0.3638 -0.1651 0.4571
H -5.53550 3.28057 -5.04956 -0.0866 -0.1722 -0.0433
C 5.40368 -8.34033 0.85380 -0.7848 -0.3386 -0.1126
O 4.72573 -7.10014 0.82419 -0.0164 -0.2481 0.6215
C 5.34553 -6.13589 1.65714 0.3743 1.4908 -1.4494
C 4.49060 -4.86152 1.62113 -1.7729 -1.4274 0.9824
N 4.57475 -4.16771 2.89794 1.4418 1.5414 0.0865
C 3.90451 -2.85369 3.01338 -0.6524 -1.2107 -0.6966
C 4.06363 -2.29933 4.41546 -0.6548 -0.0472 -0.2772
O 3.07950 -2.89053 5.24558 0.2273 -0.4449 0.2525
C 2.89680 -2.21647 6.47910 -0.0539 -0.0042 -0.7899
H 5.00750 -8.96287 1.66255 0.3546 0.1096 0.3333
H 6.48475 -8.22292 0.92575 0.0733 -0.0240 0.0177
H 5.13765 -8.89496 -0.04666 0.1918 0.2260 -0.2076
H 6.29102 -5.91920 1.14890 0.4477 0.0087 0.6092
H 5.50699 -6.36009 2.71285 -0.0710 -0.7301 -0.0600
H 3.47878 -5.29239 1.53977 -0.2063 0.2149 -0.3551
H 4.59846 -4.25237 0.72907 0.5296 0.3559 0.2371
H 4.18557 -4.70450 3.66218 0.0459 -0.4325 -0.2642
H 2.86796 -3.10650 2.75302 -0.4498 0.8477 0.4405
H 4.19097 -2.11215 2.26549 0.6457 -0.2528 -0.0462
H 3.88401 -1.21688 4.43847 0.3573 0.0605 -0.1592
H 5.07313 -2.56098 4.75170 0.0121 0.2999 0.1775
H 2.18393 -2.82861 7.02498 0.0151 0.2221 0.2575
H 2.49008 -1.22166 6.25424 -0.1228 0.0232 0.3196
H 3.82678 -2.07948 7.03827 0.0316 -0.2004 0.0358
C 0.08757 0.27169 -1.99823 -0.6383 -1.1461 0.2511
O 0.45617 -1.11366 -2.02466 0.8497 -0.1484 -0.1692
C -0.50217 -1.94092 -1.39316 -0.2113 1.0455 0.5342
C -0.46942 -1.74598 0.13416 -0.0696 -0.6182 -0.1572
N 0.90526 -1.67175 0.65606 -1.4819 0.3132 -0.2747
C 0.98520 -0.68987 1.71246 2.4133 -0.5589 1.7214
C 0.56437 -1.22117 3.09583 -0.8156 0.1541 0.4128
O -0.35071 -0.30991 3.69786 -1.0178 0.7481 -0.6756
C -1.12315 -0.85378 4.72615 0.7110 -1.3879 0.6349
H -0.41064 0.44944 -1.04107 -0.1119 0.4683 -0.1725
H -0.61173 0.38427 -2.82984 -0.0362 0.6730 0.1029
H 0.95431 0.92337 -2.06304 0.1316 -0.1874 -0.2608
H -0.33044 -2.98608 -1.63504 0.3535 0.0640 -0.2554
H -1.49510 -1.64530 -1.75290 -0.1795 -0.2678 0.0136
H -1.02582 -2.59849 0.53915 0.1332 -0.0108 0.2346
H -1.03277 -0.86205 0.44975 -0.0211 0.1356 -0.1695
H 1.50341 -1.41690 -0.12145 0.0590 0.1145 0.0641
H 0.58573 0.32646 1.61679 -0.4051 -0.1375 -0.6021
H 2.06524 -0.58255 1.87953 -0.0297 0.4934 -0.3564
H 1.37659 -1.26738 3.82924 0.3186 -0.4858 -0.4508
H 0.09996 -2.20818 2.98267 0.0801 -0.0283 0.0950
H -1.86472 -0.18534 5.15411 0.2524 0.5015 -0.2413
H -0.45345 -1.19208 5.53087 -0.1296 0.1462 0.2090
H -1.65310 -1.76776 4.42450 -0.0706 0.0880 -0.3036
C 3.98331 0.81624 -0.28583 -0.4412 -0.7978 0.2959
O 4.71935 1.96059 0.08079 -0.6570 -0.4453 -0.6191
C 5.31720 2.59909 -1.04150 1.1174 0.7142 0.6528
C 4.74317 3.99498 -1.28695 0.7771 -1.0693 0.8356
N 3.36366 3.90180 -1.68112 -0.3044 0.7253 0.1397
C 2.76998 5.19158 -2.01470 -1.5299 -0.7149 -0.8632
C 1.31358 4.96013 -2.41354 0.4001 -0.8802 -0.3317
O 0.62823 4.32252 -1.35465 0.0535 -0.0140 0.0007
C -0.68861 3.96366 -1.71586 -0.0382 0.4451 0.0582
H 3.25605 0.98764 -1.08281 0.0358 0.2751 -0.0871
H 3.43070 0.43020 0.57383 0.0279 0.4515 0.1558
H 4.59428 -0.04245 -0.58735 0.4156 0.2588 -0.2086
H 5.33770 1.99862 -1.95348 -0.3542 -0.1887 0.1175
H 6.35701 2.74103 -0.71361 0.0259 0.0306 -0.3931
H 5.41364 4.44963 -2.02059 -0.4554 0.1973 -0.2963
H 4.90545 4.52472 -0.33442 -0.1730 0.2692 -0.1250
H 2.83466 3.52027 -0.90218 0.0559 -0.1207 -0.0622
H 3.19411 5.47974 -2.97956 0.5057 0.7515 0.4508
H 2.71153 5.96008 -1.23544 0.8752 0.0637 0.0330
H 1.34436 4.26587 -3.26717 -0.1940 0.0727 -0.0470
H 0.83231 5.88471 -2.75476 -0.0711 0.0765 0.2825
H -1.06047 3.20204 -1.02967 0.0544 0.0996 0.0626
H -0.74801 3.57274 -2.73547 0.1858 -0.0312 0.0153
H -1.31702 4.86212 -1.65805 -0.2086 -0.1942 -0.0321
```
Forces are in eV/Å.

The total charge is 0. The calculation puts the lowest unoccupied orbital energy at 0.681 eV. The calculation puts the largest force on an atom at 3.02 eV/Å.



Record 2
Computed, not measured: a gas-phase ion, C6H6N (charge +1) at a distorted geometry, with the ωB97M-V functional and the def2-TZVPD basis.

```
13
Properties=species:S:1:pos:R:3:forces:R:3
C 2.30851 -0.58484 -1.21816 -0.4133 0.5947 -1.1800
C 1.46355 0.29056 -1.19956 1.6098 -0.8432 -0.1264
C 0.37074 1.04158 -0.73816 -0.2580 -0.3528 0.8003
C -0.31795 0.40962 0.22248 0.5837 -1.4524 -0.9964
N -1.54644 0.98111 0.75567 2.3276 0.0827 2.0651
C -0.11861 -0.96445 0.48548 0.1369 -0.8473 1.1774
C 0.06941 -2.12365 0.76574 -0.7568 3.7156 -0.7711
H 3.01631 -1.35874 -1.51234 -0.3808 0.6042 0.4844
H 0.04785 2.00493 -1.07473 0.3314 0.5497 -0.3578
H -1.85829 0.48236 1.59240 -0.3320 -0.0257 -0.2482
H -2.16031 1.01992 0.02267 -2.8587 -0.1140 -1.9906
H -1.29598 1.91745 0.99879 -0.2364 1.1230 0.6049
H 0.02121 -3.11585 0.89973 0.2465 -3.0344 0.5383
```
Forces are in eV/Å.

The total charge is +1. The calculation puts the lowest unoccupied orbital energy at -4.506 eV. The calculation puts the largest force on an atom at 3.87 eV/Å.



Record 3
Computed, not measured: a molecular structure, CH3BrLi2NO2 at a distorted geometry, with the ωB97M-V functional and the def2-TZVPD basis.

```
10
Properties=species:S:1:pos:R:3:forces:R:3
Li -1.37669 2.28729 2.07728 -0.0834 0.1616 -0.1262
Li -3.06609 2.59826 -1.77983 0.1806 -0.0705 0.3736
Br -2.20046 1.30618 0.12870 -0.2027 0.0450 -0.2012
C 0.42411 -1.11886 0.20939 -1.9790 1.2374 -0.1761
N 1.65281 -0.61408 -0.38491 2.8612 -0.8214 -0.5554
O 2.67664 -0.66984 0.30882 -1.2430 0.3284 -0.4880
O 1.66699 -0.27730 -1.56704 -0.5330 -0.1295 1.2358
H 0.29692 -2.20130 0.19414 0.5958 0.1809 -0.0885
H -0.34670 -0.62672 -0.38371 -0.1576 -0.5356 -0.0834
H 0.27248 -0.68362 1.19716 0.5609 -0.3963 0.1093
```
Forces are in eV/Å.

The total charge is 0. The calculation puts the lowest unoccupied orbital energy (alpha / beta) at -1.044 / -0.049 eV. The calculation puts the largest force on an atom at 3.03 eV/Å. The multiplicity is 2. Its expectation value of S² is 0.750.



Record 4
Computed, not measured: a molecular structure, C3H7N2 at a distorted geometry, with the ωB97M-V functional and the def2-TZVPD basis.

```
12
Properties=species:S:1:pos:R:3:forces:R:3
C -0.34109 0.09539 0.02408 -4.9142 0.6721 1.0417
C 1.64315 0.00039 -0.01875 0.6267 -0.6126 0.5258
C -1.78746 0.03278 -0.02606 1.9831 -0.2027 0.5414
N 0.63902 1.00110 0.27055 1.5748 3.3595 0.3715
N 0.50933 -0.90210 -0.23317 2.5849 -2.8661 -0.6544
H 2.24415 0.17389 -0.85842 0.8802 0.2683 -1.3087
H 2.20072 -0.29457 0.82840 0.9687 -0.0690 0.9346
H -2.11089 -0.87609 0.37261 -0.7730 -1.3029 1.8577
H -1.88359 -0.24097 -1.00327 -1.7992 0.4626 -3.4019
H -2.23650 0.88473 0.37663 -1.1472 1.1309 0.1193
H 0.66344 2.05330 0.34671 0.0274 -1.6822 0.0559
H 0.45972 -1.92787 -0.07931 -0.0123 0.8421 -0.0829
```
Forces are in eV/Å.

The total charge is +1. The calculation puts the lowest unoccupied orbital energy (alpha / beta) at -3.220 / -8.723 eV. The calculation puts the largest force on an atom at 5.07 eV/Å. The multiplicity is 3. Its expectation value of S² is 2.008.